# 1
Molecular formula: C20H15F3LiN7O2S2
Method: DFT, ωB97M-V/def2-TZVPD

XYZ file:
```
50
Properties=species:S:1:pos:R:3:forces:R:3:mulliken_charge:R:1
Li 0.4167 -1.2953 -0.3594 0.1 0.2 -0.3 0.809
C -2.0984 -4.3508 -0.1764 0.1 0.0 -0.1 -0.549
O -2.6322 -3.3586 0.7151 -0.1 0.0 0.1 -0.441
C -1.7557 -2.4478 1.1268 -0.1 0.1 -0.2 0.655
O -0.5749 -2.4464 0.8307 0.0 -0.1 0.3 -0.529
N -2.3497 -1.5126 1.9088 0.0 -0.1 0.0 0.010
N -1.7004 -0.3353 2.2743 0.1 0.1 0.1 -0.696
H -2.9403 -4.9774 -0.4498 0.0 0.0 0.0 0.246
H -1.3294 -4.9353 0.3256 0.0 0.0 0.0 0.276
H -1.6678 -3.8749 -1.0567 0.0 0.0 0.0 0.217
H -3.3520 -1.4964 1.9731 0.0 -0.1 0.0 0.270
H -0.9815 -0.5491 2.9543 0.0 0.0 0.0 0.313
H -1.2448 0.0667 1.4616 0.0 0.0 -0.1 0.268
F -0.5599 -1.0291 -6.0393 0.1 0.1 0.1 -0.279
C -0.3015 -0.0062 -5.1917 -0.1 0.0 -0.3 0.854
F 1.0227 0.1075 -5.0914 -0.1 0.0 0.1 -0.213
F -0.7167 1.1230 -5.8360 0.0 -0.1 0.0 -0.305
C -1.0508 -0.1586 -3.8971 0.0 0.0 0.3 -0.236
C -2.3094 0.4084 -3.8503 0.1 0.1 0.1 -0.311
C -3.0688 0.3270 -2.6900 -0.1 0.0 -0.1 -1.206
C -2.4938 -0.3066 -1.6065 -0.1 0.0 0.0 -0.001
N -1.2923 -0.8711 -1.6198 0.0 0.1 -0.1 0.013
C -0.5480 -0.8744 -2.7634 -0.4 0.1 -0.2 0.054
S 0.9079 -1.7469 -2.7239 0.4 -0.2 0.1 -0.486
H -2.6862 0.9391 -4.7148 0.0 -0.1 0.0 0.479
H -4.0649 0.7419 -2.6385 0.0 0.0 0.0 0.428
H -3.0378 -0.3839 -0.6675 0.0 0.1 0.0 0.300
S 2.7087 4.3090 4.3089 0.0 0.0 0.0 0.139
N 2.8539 2.7052 4.4220 0.1 0.0 0.1 -0.680
C 2.4375 2.1992 3.2775 -0.1 0.4 -0.2 0.671
C 2.3951 0.7981 2.9343 -0.1 -0.3 -0.2 0.640
C 2.8863 -0.2139 3.7617 0.0 0.0 0.0 -0.509
C 2.8065 -1.5204 3.3360 0.0 0.0 0.0 -0.818
C 2.2222 -1.7823 2.0968 0.0 -0.1 0.0 -0.356
N 1.7502 -0.8382 1.3036 0.0 0.0 -0.1 -0.172
C 1.8368 0.4395 1.6948 0.2 -0.2 0.4 -0.368
C 1.3599 1.4595 0.7553 -0.1 0.5 -0.2 -0.575
N 0.8456 1.0285 -0.4049 0.0 -0.2 0.2 0.244
C 0.5257 1.9206 -1.3222 -0.1 0.1 -0.1 0.038
C 0.6619 3.2983 -1.1366 0.0 0.0 0.1 -0.933
C 1.1269 3.7576 0.0730 0.0 -0.1 0.1 -0.635
C 1.4883 2.8262 1.0495 -0.1 -0.2 -0.3 0.619
C 1.9991 3.1941 2.3481 0.1 -0.2 0.3 0.791
N 2.0985 4.4220 2.8189 0.1 0.1 0.0 -0.681
H 3.3253 0.0466 4.7159 0.0 0.0 0.0 0.524
H 3.1866 -2.3316 3.9407 0.0 0.0 0.0 0.427
H 2.1271 -2.7986 1.7315 0.0 0.0 0.0 0.509
H 0.1423 1.5304 -2.2572 0.0 0.0 0.0 0.190
H 0.3968 3.9798 -1.9325 0.0 0.0 0.0 0.473
H 1.2287 4.8133 0.2872 0.0 0.0 0.0 0.520
```
Forces are in eV/Å.

E_tot: -65540.9433 eV
Total charge: 0
Frontier orbital gap: 0.2262 Ha
LUMO: -0.86 eV
2S+1: 1

---

# 2
Molecular formula: C20H15N3O3S
Method: DFT, ωB97M-V/def2-TZVPD

XYZ file:
```
42
Properties=species:S:1:pos:R:3:forces:R:3:mulliken_charge:R:1
O -4.7015 4.8033 -0.2401 0.9 0.7 0.3 -0.614
O -3.2331 6.2738 0.5321 -0.6 -1.4 -0.7 -0.607
O -1.8491 0.3448 -2.2576 -0.2 -1.0 -0.2 -0.428
S -2.9520 2.6427 -0.7550 0.3 0.3 0.1 -0.091
C -0.4294 3.2545 -0.4504 0.0 1.8 1.2 -0.684
C -1.1888 4.4158 -0.0431 0.6 -0.8 -0.2 -0.390
C -1.2391 2.2328 -0.8523 -1.5 -2.7 -1.9 -0.028
C -2.5479 4.2154 -0.1227 1.4 -0.9 -0.6 -0.092
C -0.9372 0.9245 -1.4211 -1.9 3.3 0.7 0.551
C 4.0409 -0.7406 4.1833 -0.6 -0.2 -0.5 -0.495
C -3.0740 -3.0399 -3.1567 0.6 0.9 0.3 -0.729
C 3.5581 -1.9327 3.6009 -0.1 1.3 -0.6 -0.691
C 3.5887 0.4749 3.6409 -0.1 0.2 -0.5 -0.568
C -2.0231 -3.8097 -2.7188 1.5 -0.7 0.3 -0.495
C -2.9708 -1.6620 -3.0021 -0.4 1.3 0.2 -0.445
C 2.7077 -1.8695 2.4635 1.0 -1.7 1.3 -0.333
C 2.7195 0.5122 2.5443 0.3 0.7 0.8 -0.487
C -0.8805 -3.2391 -2.1369 -0.5 0.1 0.2 -0.708
C -1.8763 -1.0463 -2.3796 -0.2 -0.8 -0.2 -0.087
C 2.2571 -0.6644 1.9426 -1.0 1.1 -2.1 1.195
C -0.8289 -1.8555 -1.9517 0.2 0.5 0.4 0.648
C 1.3734 -0.5914 0.7571 0.6 -0.2 0.8 -0.378
N 0.8614 0.5479 0.1621 -0.8 -1.7 -1.3 -0.072
N -3.5517 5.1630 0.0577 -0.8 1.2 0.6 0.942
N 0.0709 0.2205 -0.9827 3.6 -0.1 3.3 0.016
C 0.9909 -1.7747 -0.0917 -0.8 0.3 0.8 -0.896
C 0.3638 -1.1624 -1.3460 0.7 -0.5 -0.8 0.300
H 0.6545 3.2240 -0.4751 -0.1 0.2 -0.1 0.706
H -0.7390 5.3669 0.2324 -0.2 -0.3 0.0 0.454
H 4.7475 -0.7555 5.0186 -0.4 0.0 -0.3 0.366
H -3.9313 -3.5134 -3.5856 -0.4 0.1 -0.3 0.423
H 3.9020 -2.8722 4.0240 -0.2 0.0 -0.3 0.364
H 3.9515 1.4355 4.0181 -0.1 -0.4 0.1 0.335
H -1.9953 -4.8848 -2.8600 -0.3 0.1 0.0 0.371
H -3.7427 -0.9609 -3.3091 -0.2 -0.4 -0.1 0.442
H 2.4534 -2.8397 2.0249 -0.2 0.5 0.0 0.298
H 2.3841 1.4896 2.1539 0.4 -0.5 0.3 0.171
H -0.0589 -3.8788 -1.7668 -0.5 0.4 -0.4 0.354
H 0.8320 1.4616 0.6293 -0.6 -0.4 -0.7 0.344
H 1.8662 -2.3167 -0.3783 0.5 -0.6 -0.1 0.419
H 0.3012 -2.4573 0.4445 0.2 0.2 -0.3 0.437
H 1.1258 -1.1363 -2.1467 0.0 0.2 0.3 0.182
```
Forces are in eV/Å.

Energy relative to the best compared isomer or geometry (same formula, charge and spin): 177.4 kcal per mole
E_tot: -42423.8494 eV
Total charge: 0
Frontier orbital gap: 0.1401 Ha
LUMO: -1.43 eV
2S+1: 1

---

# 3
Molecular formula: C20H15N5O12SW
Method: DFT, ωB97M-V/def2-TZVPD

XYZ file:
```
54
Properties=species:S:1:pos:R:3:forces:R:3:mulliken_charge:R:1
W -0.7931 0.6287 -1.0633 -0.1 2.3 -0.8 2.110
O -0.5216 -3.3857 -1.3953 -0.9 0.1 -0.4 -0.581
C -1.2012 -2.2187 -1.4992 1.9 1.9 0.8 0.532
O -0.6755 -1.2010 -2.0191 -0.1 -3.1 0.3 -0.393
C -2.3674 -1.9895 -0.5814 -0.8 0.2 -0.6 0.077
O -2.6245 -0.5852 -0.7586 0.2 -0.9 0.2 -0.544
C -3.5843 -0.0173 0.1467 -0.3 0.0 0.1 -0.466
C -2.8771 0.9490 1.0727 0.5 0.5 -0.3 0.524
O -3.4664 1.4521 1.9948 -0.2 0.0 0.2 -0.729
O -1.6513 1.2073 0.7076 -0.2 -0.2 0.4 -0.845
H 0.3890 -3.1659 -1.1514 0.1 0.1 -0.3 0.395
H -2.1593 -2.2484 0.4607 0.2 0.1 0.0 -0.123
H -3.2680 -2.5167 -0.9114 0.1 -0.2 0.0 0.442
H -4.0740 -0.7973 0.7247 0.1 0.0 0.0 0.529
H -4.2898 0.5461 -0.4617 0.0 0.0 0.0 0.354
O 3.7732 -0.5775 1.9333 0.1 0.0 0.1 -0.732
C 2.8405 -1.4279 2.4082 0.1 -0.1 0.0 0.354
C 3.2067 -2.2654 3.4613 -0.1 0.0 0.0 -0.710
C 2.2957 -3.1611 3.9892 0.0 0.0 0.0 -0.372
C 1.0070 -3.2546 3.4742 0.0 0.0 0.0 -1.065
C 0.6379 -2.4260 2.4332 0.0 0.0 0.0 -0.121
C 1.5369 -1.5045 1.8925 0.0 0.0 0.0 -0.045
C 1.0851 -0.6301 0.7929 0.2 0.0 0.1 0.512
O -0.1114 -0.7632 0.3472 -0.1 -0.2 0.1 0.037
N 1.9332 0.2094 0.2667 -0.2 0.1 -0.1 -0.865
N 1.3487 0.8651 -0.8154 0.0 -0.1 0.1 0.135
C 2.1438 1.6601 -1.4477 0.0 -0.1 0.0 -0.046
C 1.8397 2.3265 -2.6897 0.0 0.0 0.1 0.551
C 2.7080 3.2987 -3.1933 0.0 0.0 0.0 -0.841
C 2.4494 3.9166 -4.3983 -0.1 0.0 -0.1 -0.588
C 1.3040 3.5457 -5.1127 0.1 0.1 0.0 -0.491
C 0.4447 2.5778 -4.6427 0.0 -0.1 0.0 -0.481
C 0.6973 1.9382 -3.4178 0.4 -0.1 0.1 0.462
O -0.0655 0.9744 -2.9840 -0.4 0.1 -0.1 -0.657
H 3.3500 -0.0637 1.2047 -0.1 0.1 -0.1 0.527
H 4.2082 -2.1735 3.8613 0.0 0.0 0.0 0.401
H 2.5834 -3.7770 4.8329 0.0 0.0 0.0 0.332
H 0.2841 -3.9292 3.9122 0.0 0.0 0.0 0.532
H -0.3762 -2.4424 2.0541 0.0 0.0 0.0 0.284
H 3.1319 1.7916 -1.0142 0.0 0.0 0.0 0.362
H 3.5872 3.5642 -2.6149 0.0 0.0 0.0 0.350
H 3.1142 4.6803 -4.7812 0.0 0.0 0.0 0.367
H 1.0760 4.0438 -6.0485 0.0 0.0 0.0 0.337
H -0.4574 2.3085 -5.1745 0.0 0.0 0.0 0.431
N -2.7011 -1.9279 2.8376 0.1 -0.1 -0.2 -0.549
C -2.4501 -2.1379 3.9563 -0.2 -0.2 0.1 0.514
N -2.3349 -2.4650 5.2181 0.1 0.0 -0.1 -0.797
C -1.2172 -2.2752 5.8805 0.1 0.0 0.2 0.555
N -0.2887 -2.1675 6.5766 -0.1 0.0 -0.1 -0.642
O -1.7565 3.8372 -2.8872 0.0 0.1 -0.1 -0.700
S -1.9392 3.1047 -1.6632 0.4 -0.7 -0.1 1.275
O -0.5503 2.7004 -1.0664 -0.3 0.0 0.1 -0.561
O -2.3886 1.6498 -1.9639 -0.3 0.2 0.1 -0.663
O -2.7852 3.7190 -0.6835 0.0 0.1 0.1 -0.674
```
Forces are in eV/Å.

Energy relative to the best compared isomer or geometry (same formula, charge and spin): 21.1 kcal per mole
E_tot: -65668.8085 eV
Total charge: -2
Frontier orbital gap (spin up / spin down): 0.2021 / 0.2029 Ha
LUMO (spin up / spin down): 4.00 / 4.01 eV
2S+1: 1

---

# 4
Molecular formula: C20H15N6O2RbS2Se
Method: DFT, ωB97M-V/def2-TZVPD

XYZ file:
```
47
Properties=species:S:1:pos:R:3:forces:R:3:mulliken_charge:R:1
Rb -0.9775 0.6634 0.5145 -0.9 -0.6 1.2 0.825
N -3.6783 2.3937 5.1718 -0.3 0.0 0.1 -0.489
C -3.0047 1.6061 4.2463 0.1 -0.1 0.1 0.297
S -1.3278 1.6755 4.2999 0.8 0.0 -0.3 -0.553
N -3.8264 0.8851 3.5083 -1.1 0.1 0.1 -0.981
N -3.3364 0.1820 2.4817 0.2 -0.3 -0.2 0.650
C -4.1811 -0.6048 1.9068 -0.3 0.8 1.0 -0.784
C -3.8500 -1.4374 0.7843 0.0 -0.7 -0.8 0.828
C -4.8906 -2.0121 0.0315 0.1 0.3 0.3 -0.750
C -4.5839 -2.8219 -1.0383 0.3 -0.2 -0.2 -0.194
C -3.2484 -3.0676 -1.3334 -0.2 0.0 0.0 -0.722
C -2.2832 -2.4516 -0.5462 0.1 -0.5 -0.4 0.045
N -2.5659 -1.6730 0.4790 -0.3 0.1 0.4 -0.333
H -3.1128 2.6753 5.9565 0.0 -0.1 -0.1 0.216
H -4.6057 2.0624 5.3922 0.0 0.0 -0.1 0.242
H -5.2203 -0.6523 2.2675 0.2 0.1 0.0 0.238
H -5.9195 -1.7956 0.2890 0.0 0.0 0.0 0.306
H -5.3724 -3.2592 -1.6405 0.0 0.0 0.0 0.390
H -2.9645 -3.7157 -2.1488 0.1 0.0 -0.1 0.371
H -1.2283 -2.6055 -0.7485 0.1 0.1 -0.1 0.308
O -1.3629 1.0189 -2.0690 -0.5 -0.3 -0.4 -0.736
C -0.1816 1.3865 -2.0443 0.0 0.3 -0.9 0.158
O 0.2642 2.2399 -1.2182 0.2 0.3 -0.4 -0.776
C 0.7596 0.8787 -3.1129 0.1 -0.1 0.0 0.182
C 0.8191 1.5912 -4.2943 0.0 0.2 -0.2 -0.415
C 1.6489 1.2052 -5.3390 0.0 0.2 -0.2 -0.633
C 2.4517 0.0851 -5.1741 0.1 0.1 -0.3 -0.345
C 2.3920 -0.6426 -4.0086 0.0 0.1 -0.1 -0.686
C 1.5306 -0.2889 -2.9569 0.0 0.0 -0.2 0.523
S 1.4541 -1.2996 -1.5787 -0.3 -0.5 0.9 -0.426
H 0.1932 2.4713 -4.3952 0.0 0.0 0.0 0.395
H 1.6729 1.7670 -6.2659 0.0 0.1 0.0 0.334
H 3.1255 -0.2225 -5.9688 0.0 0.0 0.0 0.314
H 3.0107 -1.5198 -3.8761 0.0 -0.1 0.0 0.340
Se 1.6779 2.4671 0.7125 1.5 0.9 0.4 0.587
N 1.7155 0.7688 1.0063 0.3 -0.9 0.3 -0.103
C 2.9389 0.4272 1.4288 -0.3 0.8 -0.1 0.208
C 3.3636 -0.8831 1.6940 0.4 -0.6 0.1 -0.439
C 4.6654 -1.0910 2.0722 -0.7 -0.4 -0.1 -0.548
C 5.5569 -0.0181 2.2361 0.3 0.8 0.0 -0.376
C 5.1698 1.2749 1.9910 0.6 -0.3 0.2 -0.662
C 3.8562 1.5246 1.5628 -0.8 0.1 -0.3 0.682
N 3.3409 2.7212 1.2542 0.2 0.3 0.3 -0.939
H 2.6663 -1.6979 1.5564 0.0 0.0 0.0 0.377
H 5.0259 -2.0974 2.2398 -0.1 -0.1 0.0 0.340
H 6.5728 -0.2205 2.5557 0.0 0.0 0.0 0.338
H 5.8495 2.1068 2.1185 0.1 0.0 0.0 0.395
```
Forces are in eV/Å.

Energy relative to the best compared isomer or geometry (same formula, charge and spin): 3.3 kcal per mole
E_tot: -121692.4181 eV
Total charge: -2
Frontier orbital gap: 0.1795 Ha
LUMO: 4.07 eV
2S+1: 1